A structure of composition C37H86CdNO16Zn in a non-equilibrium geometry. Source: the Open Molecules 2025 dataset; level of theory: ωB97M-V with the def2-TZVPD basis set.

CARTESIAN COORDINATES (ANGSTROEM)
Zn (1.87694, -1.76247, -2.02819)
Cd (-2.83516, 1.54457, 3.57266)
C (2.14411, -0.31672, -6.67275)
C (2.88369, 0.75163, -5.80431)
C (2.88628, 2.13102, -6.50795)
C (1.53896, 2.87557, -6.46857)
C (1.13424, 3.09608, -5.01782)
C (1.05696, 1.80214, -4.14876)
N (2.30100, 0.99664, -4.41849)
O (2.36330, -0.16118, -3.47539)
C (-0.30677, 1.13912, -4.47794)
C (0.98965, 2.34417, -2.66567)
C (4.37588, 0.27978, -5.74571)
H (1.08647, -0.09247, -6.81131)
H (2.19487, -1.31183, -6.23084)
H (2.56172, -0.31165, -7.67956)
H (3.25924, 1.93098, -7.51243)
H (3.69136, 2.65880, -5.99669)
H (0.77942, 2.27461, -6.96861)
H (1.62282, 3.83653, -6.97614)
H (0.19097, 3.64109, -5.05400)
H (1.87663, 3.78103, -4.60820)
H (-0.47221, 0.90919, -5.53049)
H (-1.12011, 1.77947, -4.13656)
H (-0.46982, 0.17235, -4.00161)
H (0.21491, 3.10169, -2.54718)
H (1.87140, 2.83996, -2.25970)
H (0.72177, 1.56576, -1.95124)
H (4.41968, -0.74550, -5.37832)
H (5.05893, 0.89333, -5.15826)
H (4.78495, 0.37654, -6.75139)
C (-1.66035, -0.30959, 0.00136)
C (-0.39065, -0.57720, -0.44335)
C (0.84617, -0.23296, 0.38150)
O (2.05350, -0.55992, -0.05554)
C (0.77200, 0.36594, 1.60233)
C (-0.53394, 0.71962, 2.12570)
C (-1.86766, 0.34281, 1.28580)
O (-2.98487, 0.64560, 1.77064)
O (-0.80901, 1.16630, 3.25200)
O (-0.28687, -1.21754, -1.58742)
H (-2.55782, -0.58275, -0.53374)
H (1.65237, 0.58261, 2.18919)
C (5.57900, 2.41079, -0.55608)
C (4.53427, 1.65540, -1.33273)
O (4.66256, 1.78870, -2.73029)
H (5.46618, 2.23107, 0.51307)
H (5.55073, 3.48879, -0.71491)
H (6.55653, 2.07102, -0.89826)
H (3.56359, 2.06935, -1.05972)
H (4.52853, 0.61240, -1.01617)
H (3.90679, 1.41451, -3.18899)
C (-3.51614, -0.76101, -3.30367)
C (-3.32580, -1.67014, -4.52960)
O (-4.58148, -1.94782, -5.04010)
H (-4.00227, -1.22535, -2.44567)
H (-4.09204, 0.12664, -3.56544)
H (-2.50821, -0.41140, -3.08016)
H (-2.86197, -2.61181, -4.23597)
H (-2.61500, -1.27223, -5.25384)
H (-4.54429, -2.66495, -5.67723)
C (-1.32829, -1.89643, 4.90913)
C (-2.64233, -1.46224, 4.23156)
O (-2.99028, -0.15484, 4.65440)
H (-1.53222, -1.88922, 5.97986)
H (-0.50883, -1.19632, 4.74652)
H (-1.14709, -2.93519, 4.63301)
H (-3.45264, -2.16849, 4.41243)
H (-2.54819, -1.45536, 3.14565)
H (-3.09857, -0.28702, 5.59907)
C (-5.24694, -2.34353, 1.76079)
C (-5.46154, -2.37838, 0.24734)
O (-6.59317, -1.58390, -0.06505)
H (-4.50460, -3.05263, 2.12713)
H (-6.15278, -2.58729, 2.31588)
H (-5.02907, -1.37472, 2.21028)
H (-5.68259, -3.36620, -0.15693)
H (-4.57923, -2.01252, -0.27781)
H (-6.64582, -1.59465, -1.02354)
C (1.54811, 0.91016, 7.37474)
C (0.50185, 1.19116, 6.35626)
O (1.09238, 1.07660, 5.06800)
H (1.09942, 0.65073, 8.33363)
H (2.02345, 1.86713, 7.59006)
H (2.22551, 0.13034, 7.02672)
H (0.02426, 2.16506, 6.46363)
H (-0.31793, 0.47286, 6.36664)
H (0.38256, 1.13436, 4.42424)
C (-6.80675, 0.25341, 4.58974)
C (-5.98255, 1.54987, 4.62192)
O (-4.98970, 1.55293, 3.58727)
H (-7.53163, 0.29684, 3.77687)
H (-7.48435, 0.27673, 5.44321)
H (-6.22790, -0.67012, 4.60124)
H (-5.48918, 1.64394, 5.58931)
H (-6.60115, 2.44037, 4.51036)
H (-5.47725, 1.41553, 2.77179)
C (-0.55582, -4.09885, -4.52165)
C (0.34515, -2.85999, -4.52042)
O (1.43252, -3.16011, -3.57945)
H (-1.33825, -4.03019, -5.27743)
H (-0.98329, -4.25338, -3.53095)
H (0.01460, -4.98379, -4.80381)
H (-0.19887, -1.96041, -4.23249)
H (0.79176, -2.76054, -5.50974)
H (1.87537, -3.90665, -3.98952)
C (-6.92665, 2.23520, -0.53812)
C (-5.71534, 1.89632, 0.33435)
O (-6.04822, 0.87496, 1.26893)
H (-6.60739, 3.10337, -1.11471)
H (-7.77151, 2.58129, 0.05729)
H (-7.17875, 1.45762, -1.25918)
H (-5.44986, 2.79752, 0.88704)
H (-4.82743, 1.55502, -0.19785)
H (-6.11724, 0.07254, 0.74648)
C (4.47547, 1.16651, 3.49109)
C (3.62653, 2.38961, 3.66511)
O (4.32875, 3.45605, 3.10860)
H (5.46252, 1.23216, 3.94881)
H (4.66212, 0.87677, 2.45701)
H (3.95424, 0.34843, 3.98826)
H (3.35848, 2.64615, 4.69001)
H (2.65357, 2.31387, 3.17960)
H (3.65953, 4.06638, 2.79044)
C (2.48297, -2.20995, 3.46806)
C (2.64704, -2.15237, 4.96449)
O (2.15568, -3.38535, 5.45506)
H (2.65488, -1.17563, 3.17019)
H (1.49924, -2.44107, 3.05947)
H (3.23834, -2.85350, 3.01710)
H (1.98365, -1.42269, 5.42881)
H (3.65158, -1.80253, 5.20243)
H (2.02378, -3.24560, 6.39563)
C (6.67303, -0.93551, 0.88448)
C (5.45175, -1.84492, 1.09901)
O (5.39835, -2.83684, 0.12065)
H (6.90211, -0.20318, 1.65863)
H (6.49456, -0.32844, -0.00305)
H (7.59363, -1.47471, 0.66117)
H (4.52274, -1.27489, 1.08843)
H (5.52432, -2.31200, 2.08119)
H (6.11966, -3.44321, 0.30404)

Force components x, y, z for each atom (eV/Å):
-1.555 2.010 0.311
-1.082 2.916 0.923
-0.677 0.549 0.792
0.811 -0.062 -0.479
-0.096 -0.352 0.377
0.756 -0.824 0.185
0.679 0.164 -0.663
-0.591 2.208 0.324
-1.411 -4.957 3.001
0.041 3.521 -3.414
0.331 -1.037 -0.038
0.052 -0.755 0.083
-0.583 0.238 0.447
-0.079 0.145 0.131
0.300 0.081 -0.045
0.308 -0.075 0.210
-0.211 0.154 -0.116
-0.170 0.608 -0.038
-0.042 0.070 -0.261
-0.062 -0.086 -0.044
-0.186 -0.283 0.573
0.026 -0.019 0.348
0.234 0.441 -0.180
0.215 0.183 -0.046
0.338 0.037 0.479
-0.221 -0.068 -0.591
0.421 -0.248 -0.565
0.092 -0.280 -0.119
0.179 0.021 -0.183
-0.418 0.154 0.414
-0.251 -0.431 -0.136
-1.122 1.507 2.995
-0.277 -1.832 -2.526
3.371 -1.188 -1.528
-3.039 -0.659 -1.114
-2.844 1.502 1.897
0.386 -1.863 -2.287
1.719 -0.573 -2.385
0.861 -1.036 -2.367
1.136 0.861 0.373
2.155 0.773 1.845
0.221 -0.097 -0.303
0.056 -0.046 -0.042
0.576 0.020 -0.538
-1.113 0.351 0.449
0.913 0.308 -0.400
0.034 -0.088 -0.029
-0.202 -0.021 -0.121
0.192 0.008 0.258
-0.346 -0.093 0.291
0.099 -0.299 -0.089
0.012 -0.123 0.404
0.812 0.290 -1.034
0.090 -0.474 1.330
-1.042 0.039 -0.662
0.195 -0.290 -0.151
-0.112 -0.055 -0.186
-0.036 0.035 0.660
0.182 -0.147 0.480
-0.151 0.682 -0.281
-0.015 -0.018 -0.101
-1.439 0.020 0.123
1.502 -1.334 -1.040
-0.688 -1.951 2.292
0.162 -0.153 0.254
0.098 -0.293 -0.391
0.522 0.172 -0.055
-0.100 0.139 0.381
0.089 0.246 0.006
-0.171 0.617 0.442
-0.489 -0.317 0.601
0.111 -0.248 0.619
0.134 0.725 -0.035
0.178 -0.042 -0.363
-0.348 -0.422 -0.400
0.458 0.357 -0.675
0.332 -0.371 0.472
0.227 0.144 -0.005
-0.418 0.161 -0.206
-0.229 0.752 0.918
-0.677 -0.536 -1.124
0.550 0.132 0.156
-0.033 -0.354 -0.032
0.735 -0.284 -0.179
0.056 0.237 0.165
0.169 0.337 0.270
-0.234 -0.382 0.456
0.124 0.128 -0.135
-0.744 1.102 0.151
-0.344 -0.676 0.687
0.050 0.760 1.154
0.419 -0.327 -0.466
0.256 -0.155 0.382
0.052 0.192 -0.105
0.285 0.005 -0.098
-0.166 -0.115 -0.050
-0.185 -0.612 -1.527
0.130 0.324 -0.075
-0.644 -1.296 -0.369
-0.133 1.254 0.557
-0.084 0.208 0.129
-0.113 -0.023 -0.108
0.164 -0.057 0.103
0.413 -0.059 0.242
-0.004 0.388 0.115
0.585 -0.198 0.425
1.156 0.654 -0.319
-0.889 -0.020 -0.036
0.194 0.698 0.541
-0.166 0.108 -0.319
-0.011 -0.430 0.030
-0.200 -0.095 0.287
0.118 -0.038 0.202
-0.020 0.244 -0.459
-0.444 -0.816 0.026
-0.231 -0.964 0.636
-0.117 0.097 0.075
0.225 1.152 -0.794
-0.089 0.374 0.185
-0.317 0.243 -0.181
0.110 -0.264 -0.010
0.295 -0.504 0.392
-0.157 -0.449 -0.280
0.339 0.405 -0.042
0.472 1.241 -0.274
-1.865 0.061 -0.425
0.781 -0.463 0.695
0.338 -0.025 -0.551
-0.144 -0.374 0.526
-0.098 0.001 -0.048
0.008 0.671 -0.474
0.420 -0.788 0.300
0.002 -0.454 0.211
-0.278 0.549 -0.691
1.104 0.863 1.135
-0.488 -0.579 -0.823
-0.265 -0.276 0.374
-0.036 0.006 -0.198
-0.089 -0.349 0.252
-0.019 -0.004 -0.202
-0.104 -0.015 0.259
0.052 -0.148 -0.184

Properties
Kohn-Sham gap (alpha / beta) = 0.24854 / 0.24850 Eh
relative energy (zero: lowest compared OMol25 entry of this formula, charge and spin) = 0.000 eV
E_tot = -4666.28968 hartree
spin multiplicity = 2
net charge = +2

Mulliken population analysis, charges in e, atoms 1 to 99: 0.680 1.101 -1.383 0.999 -1.356 -0.667 -1.518 1.357 1.063 0.539 -1.099 -1.735 -1.766 0.310 0.137 0.486 0.438 0.460 0.294 0.466 0.424 0.483 0.380 0.589 -0.566 0.487 0.445 0.084 0.388 0.380 0.467 -0.813 1.455 0.473 -1.092 -0.167 1.318 0.304 -0.617 -1.725 -0.979 0.078 0.003 -1.409 1.058 -0.688 0.172 0.426 0.403 -0.161 -0.230 0.307 -0.209 -0.114 -0.544 -0.100 0.466 -0.074 -0.020 0.298 0.319 -1.162 0.020 -0.070 0.483 -0.076 0.437 0.566 0.025 0.152 -0.717 0.191 -0.590 0.462 0.398 -0.259 0.478 -0.296 0.301 -1.294 0.122 -0.167 0.406 0.351 0.258 0.398 -0.023 0.178 -0.985 -0.363 -0.207 0.304 0.422 0.164 0.340 0.324 0.444 -1.611 1.061